i:
The molecule C3H2N2O2. Source: the Open Molecules 2025 dataset; level of theory: the ωB97M-V functional and the def2-TZVPD basis.

Each line ends with the natural charge from an NBO analysis.
Positions of all 9 atoms, in Å:
1 H -1.5815 -2.0089 -0.1766  0.3641
2 N -1.8214 -1.0310 -0.0074  -0.5625
3 C -0.7917 -0.3166 0.0643  0.4570
4 C -0.8844 1.1080 0.3541  0.1840
5 N -0.8688 2.2289 0.6339  -0.2279
6 O 0.4928 -0.7911 0.0319  -0.5232
7 C 1.5482 0.0665 -0.2451  0.6497
8 O 1.6060 0.7723 -1.1990  -0.4831
9 H 2.3007 -0.0281 0.5439  0.1419

Calculated values
- Molar mass: 98.06 g/mol
- LUMO energy: -0.02 eV
- SMILES: [H]/N=C(/C#N)OC=O
- Highest occupied orbital energy: -11.68 eV


ii:
The molecule C3H2N2O2. Source: the Open Molecules 2025 dataset; level of theory: the ωB97M-V functional and the def2-TZVPD basis.

Each line ends with the natural charge from an NBO analysis.
Positions of all 9 atoms, in Å:
1 N -1.3921 -0.5572 -0.4969  -0.5792
2 C -0.7418 0.3229 0.1011  0.5379
3 O 0.6111 0.4887 0.3055  -0.5079
4 C 1.5127 -0.4053 -0.1868  0.6593
5 O 1.2674 -1.3800 -0.8363  -0.5454
6 C -1.4310 1.7646 0.4883  0.1698
7 N -1.5534 1.0790 1.4612  -0.2785
8 H -0.7861 -1.2379 -0.9522  0.3985
9 H 2.5132 -0.0749 0.1162  0.1454

Calculated values
- Molar mass: 98.06 g/mol
- LUMO energy: -0.58 eV
- Highest occupied orbital energy: -11.31 eV


iii:
The molecule C3H2N2O2. Source: the Open Molecules 2025 dataset; level of theory: the ωB97M-V functional and the def2-TZVPD basis.

Each line ends with the natural charge from an NBO analysis.
Positions of all 9 atoms, in Å:
1 N 2.9860 -0.8773 -0.2254  -0.2384
2 C 1.9122 -0.5778 0.1815  0.2258
3 C 0.3635 -0.4089 0.2673  0.0227
4 C 0.0145 1.1526 0.0440  0.3950
5 O 0.7369 2.0308 -0.0396  -0.4629
6 N -0.6154 -1.2448 -0.0400  -0.0300
7 O -1.8015 -0.4796 -0.1563  -0.5610
8 H -1.0745 1.4870 -0.2851  0.1519
9 H -2.5218 -1.0820 0.2535  0.4969

Calculated values
- Molar mass: 98.06 g/mol
- LUMO energy: -1.07 eV
- SMILES: N#C/C(C=O)=N/O
- Highest occupied orbital energy: -10.12 eV


The structure with the greatest stability is i.


i:
A 2-piece molecular cluster, C6H12O4 overall. Source: the Open Molecules 2025 dataset; level of theory: the ωB97M-V functional and the def2-TZVPD basis.

Each line ends with the natural charge from an NBO analysis.
Positions of all 22 atoms, in Å:
1 C -0.3474 -1.1812 1.6002  0.2033
2 O -1.0352 -0.0407 1.1450  -0.5270
3 C -0.1058 0.9852 0.8899  0.2029
4 O 0.6549 1.2948 2.0329  -0.5290
5 C 1.3156 0.1329 2.4739  0.2029
6 O 0.4094 -0.9068 2.7547  -0.5270
7 H 0.3033 -1.5832 0.7999  0.1355
8 H -1.0933 -1.9599 1.8505  0.1888
9 H -0.6637 1.8922 0.5875  0.1875
10 H 0.5582 0.7029 0.0504  0.1375
11 H 1.8639 0.3767 3.4042  0.1875
12 H 2.0583 -0.1965 1.7220  0.1376
13 C 5.5694 3.8597 0.8882  -0.7239
14 C 4.8568 3.6647 -0.4302  0.5895
15 C 3.9885 4.8113 -0.8944  -0.7239
16 O 4.9756 2.6403 -1.0824  -0.5409
17 H 6.1683 2.9677 1.1376  0.2369
18 H 4.8387 4.0303 1.6967  0.2315
19 H 6.2428 4.7315 0.8329  0.2310
20 H 3.1910 5.0087 -0.1585  0.2318
21 H 4.5932 5.7263 -1.0118  0.2307
22 H 3.5208 4.5719 -1.8642  0.2369

Calculated values
- Molar mass: 148.16 g/mol
- LUMO energy: 0.65 eV
- SMILES: C1OCOCO1.CC(C)=O
- Highest occupied orbital energy: -9.78 eV


ii:
A 2-piece molecular cluster, C6H12O4 overall. Source: the Open Molecules 2025 dataset; level of theory: the ωB97M-V functional and the def2-TZVPD basis.

Each line ends with the natural charge from an NBO analysis.
Positions of all 22 atoms, in Å:
1 C -0.9572 2.2442 0.0673  -0.2777
2 O -0.8592 0.9789 -0.5827  -0.5569
3 C -1.8261 0.0206 -0.2494  0.8026
4 C -1.5636 -1.2338 -0.9887  -0.7616
5 O -2.5038 0.1424 0.7340  -0.5864
6 H -1.9131 2.3399 0.5839  0.2083
7 H -0.1663 2.3537 0.8061  0.2090
8 H -0.8678 3.0211 -0.6924  0.1850
9 H -1.4588 -1.0294 -2.0510  0.2320
10 H -0.4933 -1.5699 -0.5706  0.2999
11 H -2.3568 -1.9539 -0.8104  0.2362
12 C 0.6893 -1.4349 1.8102  -0.2690
13 O 0.9765 -1.1872 0.4329  -0.5663
14 C 1.4491 0.1359 0.1346  0.8391
15 C 1.9858 0.1674 -1.2656  -0.7207
16 O 1.6407 0.9461 0.9941  -0.5886
17 H -0.2233 -0.9054 2.0838  0.1970
18 H 1.5198 -1.0940 2.4471  0.1989
19 H 0.5571 -2.5061 1.9165  0.1966
20 H 1.6079 1.0545 -1.7688  0.2443
21 H 1.6912 -0.7184 -1.8140  0.2333
22 H 3.0720 0.2283 -1.2168  0.2452

Calculated values
- Molar mass: 148.16 g/mol
- LUMO energy: 0.82 eV
- SMILES: COC(C)=O.COC(C)=O
- Highest occupied orbital energy: -10.47 eV


iii:
A 3-piece molecular cluster, C6H12O4 overall. Source: the Open Molecules 2025 dataset; level of theory: the ωB97M-V functional and the def2-TZVPD basis.

Each line ends with the natural charge from an NBO analysis.
Positions of all 22 atoms, in Å:
1 C 1.8933 0.2343 3.1377  -0.6241
2 C 0.4444 -0.0491 3.4572  -0.0682
3 O -0.3000 -0.0410 2.2422  -0.5280
4 C -1.6465 -0.4412 2.2994  0.4775
5 C -2.3166 0.7303 1.5406  -0.4367
6 C -2.5863 0.2236 0.1138  -0.5042
7 C -3.1177 -1.2016 0.2197  0.7861
8 O -3.5960 -1.4008 1.3833  -0.6711
9 O -1.0997 -2.3241 2.1900  -0.8383
10 H 2.3109 -0.5364 2.4755  0.2219
11 H 1.9993 1.2069 2.6390  0.2137
12 H 2.4765 0.2482 4.0675  0.2174
13 H 0.3260 -1.0244 3.9532  0.1933
14 H 0.0264 0.7190 4.1288  0.1656
15 H -1.9674 -0.3822 3.3523  0.1811
16 H -3.2145 1.0478 2.0833  0.2340
17 H -1.7476 1.6648 1.4964  0.2358
18 H -3.3527 0.8261 -0.3842  0.2332
19 H -1.6609 0.2071 -0.4787  0.2339
20 O -2.4045 -2.1672 -0.2544  -0.7563
21 H -1.9189 -2.7770 2.4042  0.4800
22 H -1.5772 -2.5868 0.7233  0.5533

Calculated values
- Molar mass: 148.16 g/mol
- LUMO energy: -0.51 eV
- Highest occupied orbital energy: -9.66 eV


The structure with the greatest stability is ii.


i:
A 2-piece molecular cluster, C4H6OS overall. Source: the Open Molecules 2025 dataset; level of theory: the ωB97M-V functional and the def2-TZVPD basis.

Each line ends with the natural charge from an NBO analysis.
Positions of all 12 atoms, in Å:
1 C -2.9209 0.2629 -0.2848  -0.0841
2 C 0.4062 0.5059 0.3179  -0.4618
3 C 0.8869 -0.8924 0.5055  -0.4232
4 C -0.2938 -0.6245 -0.4133  0.0809
5 O -1.4824 -1.0747 -0.0180  -0.5938
6 S -4.3494 -0.1499 0.1384  0.2622
7 H -2.3767 1.0758 -0.7106  0.2039
8 H -0.1291 0.9648 1.1364  0.2142
9 H 1.0055 1.1864 -0.2662  0.2105
10 H 1.8134 -1.2061 0.0532  0.2122
11 H 0.6493 -1.3844 1.4365  0.2237
12 H -0.0947 -0.6894 -1.4872  0.1553

Calculated values
- Molar mass: 102.16 g/mol
- LUMO energy: -0.80 eV
- Highest occupied orbital energy: -8.53 eV


ii:
The molecule C4H6OS. Source: the Open Molecules 2025 dataset; level of theory: the ωB97M-V functional and the def2-TZVPD basis.

Each line ends with the natural charge from an NBO analysis.
Positions of all 12 atoms, in Å:
1 O -1.0943 1.8268 0.0000  -0.7030
2 C -0.9185 0.4535 0.3120  0.0315
3 C -1.5631 -0.7340 -0.4073  -0.4135
4 C -0.4176 -1.6215 0.1431  -0.4787
5 C 0.3904 -0.3317 0.1904  -0.0844
6 S 1.8914 0.1477 -0.0854  0.0673
7 H -0.3672 2.1806 -0.5388  0.4862
8 H -1.2122 0.3471 1.4083  0.1898
9 H -1.5711 -0.6576 -1.4924  0.2166
10 H -2.5643 -0.9823 -0.0994  0.2139
11 H -0.6379 -1.9878 1.1676  0.2349
12 H -0.1027 -2.4749 -0.5081  0.2395

Calculated values
- Molar mass: 102.16 g/mol
- LUMO energy: -0.17 eV
- SMILES: O[C@H]1CCC1=S
- Highest occupied orbital energy: -8.84 eV


iii:
A 2-piece molecular cluster, C4H6OS overall. Source: the Open Molecules 2025 dataset; level of theory: the ωB97M-V functional and the def2-TZVPD basis.

Each line ends with the natural charge from an NBO analysis.
Positions of all 12 atoms, in Å:
1 C -1.4834 -0.6825 -0.0013  -0.2931
2 C -0.6234 0.0046 -0.7489  -0.3281
3 C -0.3158 1.4157 -0.4626  0.3965
4 O -0.6347 2.0005 0.5393  -0.5190
5 H -1.9369 -0.2269 0.8647  0.2126
6 H -1.7555 -1.6977 -0.2261  0.2023
7 H -0.1749 -0.4243 -1.6320  0.2179
8 H 0.2443 1.9237 -1.2706  0.1166
9 C 1.5733 -0.6092 0.7964  -0.4482
10 S 2.7252 -0.0922 -0.1955  0.0576
11 H 1.1747 -1.6131 0.7286  0.1879
12 H 1.2071 0.0014 1.6080  0.1970

Calculated values
- Molar mass: 102.16 g/mol
- LUMO energy: -0.46 eV
- SMILES: C=CC=O.C=S
- Highest occupied orbital energy: -8.95 eV


The structure with the greatest stability is ii.


i:
A 2-piece molecular cluster, C4H6OS overall. Source: the Open Molecules 2025 dataset; level of theory: the ωB97M-V functional and the def2-TZVPD basis.

Each line ends with the natural charge from an NBO analysis.
Positions of all 12 atoms, in Å:
1 C -2.9030 0.5552 -0.0567  0.7003
2 C 0.6864 0.1899 0.4716  -0.2129
3 C -1.9048 1.2593 -0.3915  -0.7800
4 C 0.3949 -1.2034 -0.0174  -0.7555
5 O -3.8442 -0.1116 -0.0158  -0.4630
6 S 2.2992 0.6351 0.3877  0.1452
7 H -1.5809 1.3484 -1.4041  0.2645
8 H 2.1761 1.9707 0.7821  0.1256
9 H -1.3644 1.7464 0.4017  0.2803
10 H 0.2789 -1.7433 0.9574  0.2592
11 H 1.1889 -1.6272 -0.6591  0.1939
12 H -0.5583 -1.1880 -0.4552  0.2424

Calculated values
- Molar mass: 102.16 g/mol
- LUMO energy: 0.19 eV
- Highest occupied orbital energy: -8.16 eV


ii:
The molecule C4H6OS. Source: the Open Molecules 2025 dataset; level of theory: the ωB97M-V functional and the def2-TZVPD basis.

Each line ends with the natural charge from an NBO analysis.
Positions of all 12 atoms, in Å:
1 C 1.1494 0.7338 0.2965  0.2472
2 C 1.2485 -0.4785 -0.2537  -0.2635
3 C -0.0803 1.5555 0.6729  -0.6593
4 C 0.3184 -1.5576 -0.7054  -0.6379
5 O 2.4762 1.0824 0.4419  -0.6057
6 S 2.9863 -0.3481 -0.2204  0.5586
7 H 0.2934 2.4992 1.1405  0.2376
8 H -0.6667 1.7746 -0.3043  0.2245
9 H -0.7729 1.1393 1.3085  0.2237
10 H 0.5263 -2.3708 -0.1068  0.2238
11 H -0.6503 -1.1855 -0.4201  0.2235
12 H 0.5226 -1.5929 -1.7281  0.2274

Calculated values
- Molar mass: 102.16 g/mol
- LUMO energy: 0.57 eV
- Highest occupied orbital energy: -8.25 eV


The structure with the greatest stability is ii.


i:
The molecule C4H6OS. Source: the Open Molecules 2025 dataset; level of theory: the ωB97M-V functional and the def2-TZVPD basis.

Each line ends with the natural charge from an NBO analysis.
Positions of all 12 atoms, in Å:
1 S -3.6405 -0.2139 -0.2553  -0.0549
2 C -2.1863 0.2269 0.2541  0.0576
3 O -1.0726 -0.3670 -0.0341  -0.4896
4 C 0.2615 -0.0995 0.4481  0.0809
5 C 1.1794 0.6128 -0.5289  -0.4407
6 C 1.3524 -0.8326 -0.1781  -0.4293
7 H -2.0078 1.1123 0.9244  0.1569
8 H 0.2909 0.1104 1.4997  0.2008
9 H 0.6788 0.8929 -1.4373  0.2308
10 H 1.9289 1.3177 -0.2602  0.2241
11 H 1.0569 -1.6171 -0.8727  0.2369
12 H 2.1585 -1.1428 0.4403  0.2264

Calculated values
- Molar mass: 102.16 g/mol
- LUMO energy: 0.69 eV
- SMILES: S=COC1CC1
- Highest occupied orbital energy: -8.73 eV


ii:
C4H6OS as an isolated structure. Source: the Open Molecules 2025 dataset; level of theory: the ωB97M-V functional and the def2-TZVPD basis.

Each line ends with the natural charge from an NBO analysis.
Positions of all 12 atoms, in Å:
1 C -0.7763 -0.0881 -0.4284  -0.2550
2 C 0.3230 0.1354 0.5548  -0.3380
3 C 1.5158 1.0439 0.0800  -0.0574
4 C 1.4000 -0.9618 0.2985  -0.0549
5 H -0.5506 -0.3876 -1.4178  0.2019
6 H -0.0914 0.2475 1.5612  0.2267
7 H 1.2267 1.7776 -0.6665  0.1929
8 H 2.1410 1.4775 0.9442  0.1889
9 H 1.1892 -2.0446 -0.0681  0.1888
10 H 2.0984 -1.1705 1.1509  0.1696
11 O 2.0218 -0.1240 -0.6046  -0.5310
12 S -2.3102 0.0197 0.0190  0.0673

Calculated values
- Molar mass: 102.16 g/mol
- LUMO energy: -0.22 eV
- Highest occupied orbital energy: -8.76 eV


The structure with the greatest stability is i.


i:
The molecule C4H6OS. Source: the Open Molecules 2025 dataset; level of theory: the ωB97M-V functional and the def2-TZVPD basis.

Each line ends with the natural charge from an NBO analysis.
Positions of all 12 atoms, in Å:
1 O -0.0645 2.0197 -1.7421  -0.5205
2 C -0.4574 1.3286 -0.8572  0.4149
3 C 0.5711 0.6461 -0.0661  -0.3339
4 C 0.0513 0.1095 1.1838  -0.4445
5 C 0.3325 -0.8881 0.3272  -0.2485
6 S -1.0558 -1.8987 -0.4182  -0.0774
7 H -1.5247 1.3218 -0.6066  0.1289
8 H 1.6232 0.9777 -0.1424  0.2484
9 H 0.5981 -0.0283 2.0284  0.2287
10 H -0.9975 0.3206 1.4357  0.2200
11 H 1.2473 -1.3637 0.4408  0.2211
12 H -0.3238 -2.5453 -1.5834  0.1629

Calculated values
- Molar mass: 102.16 g/mol
- LUMO energy: 0.61 eV
- SMILES: O=C[C@H]1C[C@H]1S
- Highest occupied orbital energy: -9.20 eV


ii:
The molecule C4H6OS. Source: the Open Molecules 2025 dataset; level of theory: the ωB97M-V functional and the def2-TZVPD basis.

Each line ends with the natural charge from an NBO analysis.
Positions of all 12 atoms, in Å:
1 O 0.1204 0.7276 -2.6512  -0.5143
2 C -0.0834 0.5090 -1.3765  0.5803
3 C 0.5087 1.1902 -0.1142  -0.5067
4 C -0.3833 0.1592 0.6824  -0.3384
5 S 0.5169 -0.9923 1.7116  -0.0455
6 C -1.0983 -0.3529 -0.6722  -0.5470
7 H 0.2056 2.1445 0.1048  0.2371
8 H 1.6287 1.2179 0.0286  0.2465
9 H -0.9339 0.7622 1.2822  0.2147
10 H -0.4261 -1.3457 2.8306  0.1547
11 H -2.1515 -0.2075 -0.6263  0.2586
12 H -1.2177 -1.5479 -0.9125  0.2599

Calculated values
- Molar mass: 102.16 g/mol
- LUMO energy: 0.20 eV
- SMILES: O=C1CC(S)C1
- Highest occupied orbital energy: -9.28 eV


iii:
The molecule C4H6OS. Source: the Open Molecules 2025 dataset; level of theory: the ωB97M-V functional and the def2-TZVPD basis.

Each line ends with the natural charge from an NBO analysis.
Positions of all 12 atoms, in Å:
1 C 2.2828 -0.1732 0.3584  -0.2957
2 C 1.0426 0.2759 0.2333  -0.3190
3 C -0.1595 -0.6307 0.1609  0.5441
4 O -0.0848 -1.8071 0.3981  -0.5309
5 C -1.4482 -0.2302 -0.5119  -0.6370
6 S -1.9431 1.4343 -0.8262  -0.0200
7 H 2.4827 -1.2370 0.3347  0.2204
8 H 2.9514 0.5974 0.5896  0.2035
9 H 0.8395 1.3229 0.3302  0.2127
10 H -2.1901 -0.7262 0.0348  0.2449
11 H -1.3084 -0.6394 -1.4677  0.2515
12 H -2.4648 1.8133 0.3658  0.1258

Calculated values
- Molar mass: 102.16 g/mol
- LUMO energy: 0.18 eV
- SMILES: C=CC(=O)CS
- Highest occupied orbital energy: -9.21 eV


iv:
The molecule C4H6OS. Source: the Open Molecules 2025 dataset; level of theory: the ωB97M-V functional and the def2-TZVPD basis.

Each line ends with the natural charge from an NBO analysis.
Positions of all 12 atoms, in Å:
1 C 0.2560 -1.1355 1.4692  -0.6479
2 C 0.3189 -0.6381 0.1023  -0.1114
3 C -0.7345 -0.4907 -0.6575  -0.3681
4 S -0.5721 0.4776 -2.1933  0.2902
5 C 0.0355 1.8280 -1.4380  0.1644
6 O 0.2315 2.1005 -0.2886  -0.5559
7 H 0.7699 -2.0107 1.6026  0.2224
8 H -0.7420 -1.5061 1.7539  0.2040
9 H 0.4783 -0.2555 2.1580  0.2359
10 H 1.3795 -0.4634 -0.0679  0.2138
11 H -1.7136 -0.6144 -0.2887  0.2162
12 H 0.2926 2.7084 -2.1520  0.1365

Calculated values
- Molar mass: 102.16 g/mol
- LUMO energy: 0.88 eV
- SMILES: C/C=C/SC=O
- Highest occupied orbital energy: -9.60 eV


The structure with the greatest stability is iii.